Below is an isolated molecule of C18H18N6O3S at a distorted geometry, with properties calculated with the ωB97M-V functional and the def2-TZVPD basis.

Geometry (Å):
1 C 1.50 5.10 -1.55
2 C 1.91 3.64 -1.44
3 C 1.68 3.13 -0.02
4 N 2.07 1.73 0.11
5 C 3.31 1.41 0.64
6 O 4.07 2.27 1.03
7 C 3.61 -0.03 0.70
8 C 4.84 -0.43 1.23
9 C 5.17 -1.77 1.29
10 C 4.28 -2.73 0.83
11 C 3.06 -2.36 0.30
12 C 2.72 -1.01 0.24
13 N 1.51 -0.56 -0.28
14 C 0.39 -1.14 -0.81
15 S 0.09 -2.84 -0.99
16 C -1.65 -2.70 -1.47
17 C -2.40 -1.92 -0.39
18 O -2.24 -2.13 0.78
19 N -3.30 -1.03 -0.90
20 C -4.09 -0.18 -0.16
21 C -4.21 -0.07 1.25
22 C -5.14 0.92 1.41
23 C -5.73 1.55 2.62
24 O -5.54 1.35 0.20
25 N -4.89 0.66 -0.77
26 N -0.48 -0.23 -1.15
27 N 0.03 0.98 -0.86
28 C 1.21 0.79 -0.34
29 H 0.44 5.22 -1.32
30 H 1.67 5.46 -2.57
31 H 2.08 5.72 -0.87
32 H 2.96 3.53 -1.69
33 H 1.32 3.04 -2.13
34 H 0.62 3.20 0.24
35 H 2.28 3.69 0.69
36 H 5.51 0.34 1.58
37 H 6.12 -2.07 1.71
38 H 4.53 -3.78 0.88
39 H 2.37 -3.10 -0.06
40 H -2.02 -3.72 -1.52
41 H -1.70 -2.22 -2.45
42 H -3.32 -0.84 -1.90
43 H -3.68 -0.63 1.99
44 H -5.50 2.61 2.64
45 H -6.81 1.44 2.60
46 H -5.33 1.07 3.51

Properties
LUMO level: 0.1514 eV
energy: -44876.5535 eV
relative energy (zero: lowest compared OMol25 entry of this formula, charge and spin): 0.000 eV
F_max: 1.5 eV/Å
orbital gap: 8.57 eV
SMILES: CCCn1c(=O)c2ccccc2n2c(SCC(=O)Nc3cc(C)on3)nnc12


Below is an isolated molecule of C18H18N6O3S at a distorted geometry, with properties calculated with the ωB97M-V functional and the def2-TZVPD basis.

Geometry (Å):
1 C -6.61 -2.03 -1.77
2 C -6.84 -1.87 -0.27
3 O -5.67 -2.09 0.49
4 C -4.70 -1.13 0.53
5 C -3.53 -1.49 1.21
6 C -2.49 -0.61 1.33
7 C -2.58 0.67 0.78
8 N -1.48 1.53 0.94
9 C -1.33 2.79 0.48
10 O -2.16 3.47 -0.07
11 C 0.04 3.41 0.79
12 S 1.44 2.26 0.98
13 C 1.42 1.56 -0.60
14 N 0.46 1.73 -1.48
15 N 0.82 1.05 -2.56
16 N 1.93 0.48 -2.40
17 N 2.38 0.76 -1.16
18 C 3.61 0.28 -0.70
19 C 4.53 -0.16 -1.65
20 C 5.76 -0.64 -1.23
21 C 6.08 -0.69 0.12
22 C 7.43 -1.19 0.50
23 N 7.51 -1.79 1.71
24 O 8.40 -1.07 -0.22
25 C 5.15 -0.24 1.06
26 C 3.92 0.25 0.65
27 C -3.73 1.04 0.11
28 C -4.78 0.14 -0.02
29 H -6.22 -3.02 -1.98
30 H -5.89 -1.29 -2.13
31 H -7.55 -1.90 -2.30
32 H -7.54 -2.63 0.08
33 H -7.27 -0.88 -0.04
34 H -3.47 -2.48 1.64
35 H -1.59 -0.90 1.86
36 H -0.68 1.11 1.41
37 H -0.01 3.95 1.74
38 H 0.28 4.12 -0.01
39 H 4.26 -0.13 -2.70
40 H 6.49 -0.97 -1.95
41 H 6.70 -2.02 2.25
42 H 8.40 -2.18 1.99
43 H 5.39 -0.23 2.11
44 H 3.21 0.59 1.39
45 H -3.81 2.02 -0.33
46 H -5.66 0.46 -0.55

Properties
LUMO level: -0.1262 eV
energy: -44876.2131 eV
relative energy (zero: lowest compared OMol25 entry of this formula, charge and spin): 0.340 eV
F_max: 1.8 eV/Å
orbital gap: 7.82 eV
SMILES: CCOc1ccc(NC(=O)CSc2nnnn2-c2ccc(C(N)=O)cc2)cc1